The following is a DFT calculation (ωB97M-V with the def2-TZVPD basis set) of a single C4H7NOS molecule at a distorted geometry.

Positions of all 14 atoms, in Å:
C -0.059 -2.308 0.378
C 0.601 -1.449 -0.386
C 0.913 0.040 -0.155
S 0.357 1.048 -1.567
C 0.512 0.544 1.193
N -0.670 0.710 1.643
O -1.605 0.292 0.730
H -0.437 -2.211 1.386
H -0.293 -3.205 -0.133
H 0.900 -1.893 -1.343
H 1.989 0.081 -0.254
H -0.956 1.000 -1.258
H 1.268 0.764 1.942
H -2.459 0.434 1.200

The LUMO energy comes out at 0.791 eV. As for the HOMO energy: -9.1 eV. The SMILES is C=C[C@@H](S)/C=N\O. The energy relative to the best compared isomer or geometry (same formula, charge and spin) is 3.035 eV. Its multiplicity is 1. For the energy, the calculation gives -684.6955 Ha. The molar mass comes out at 117.17 Da. As for the orbital gap: 9.932 eV.

---

The following is a DFT calculation (ωB97M-V with the def2-TZVPD basis set) of a molecular structure, C24H35As2Br2KNO9PS2 at a distorted geometry.

Positions of all 77 atoms, in Å:
K 0.512 -0.110 -0.361
O -1.958 -0.575 -2.064
As -2.561 -0.764 -0.429
O -3.985 0.048 -0.341
O -1.427 -0.247 0.638
C -2.940 -2.679 -0.374
C -4.227 -3.081 -0.709
C -4.562 -4.427 -0.717
C -3.607 -5.381 -0.386
C -2.314 -4.987 -0.077
C -1.985 -3.641 -0.074
S -0.270 -3.150 0.146
O 0.505 -4.368 -0.039
O -0.055 -2.185 -0.940
O -0.132 -2.591 1.478
H -1.146 -1.084 -1.896
H -4.947 -2.312 -0.968
H -5.562 -4.737 -0.994
H -3.869 -6.432 -0.389
H -1.531 -5.701 0.146
C 1.032 -1.653 -3.828
C 0.718 -0.200 -4.035
C 0.445 0.303 -5.324
C 0.225 1.641 -5.491
C 0.261 2.503 -4.376
C 0.099 3.901 -4.441
Br -0.175 4.773 -6.129
C 0.143 4.677 -3.315
C 0.339 4.075 -2.079
Br 0.352 5.190 -0.540
C 0.520 2.688 -1.870
O 0.705 2.172 -0.735
C 0.494 1.900 -3.105
N 0.725 0.583 -2.982
H 1.325 -2.136 -4.761
H 0.165 -2.175 -3.420
H 1.823 -1.748 -3.085
H 0.427 -0.370 -6.172
H 0.017 2.051 -6.471
H 0.010 5.748 -3.374
C 2.715 3.342 3.547
C 1.774 3.183 2.366
O 2.536 2.811 1.231
H 2.153 3.642 4.433
H 3.468 4.098 3.318
H 3.216 2.394 3.750
H 1.255 4.130 2.176
H 1.021 2.423 2.605
H 1.903 2.626 0.503
C 2.504 -0.594 1.989
P 3.533 -0.579 0.507
C 4.894 0.582 0.850
C 4.312 -2.229 0.455
O 2.854 -0.257 -0.770
H 3.075 -0.880 2.872
H 1.679 -1.297 1.857
H 2.090 0.401 2.149
H 5.522 0.265 1.684
H 4.431 1.546 1.067
H 5.497 0.680 -0.054
H 4.888 -2.434 1.357
H 4.952 -2.295 -0.425
H 3.505 -2.958 0.357
C -2.290 1.884 2.149
As -2.010 0.264 3.182
C -2.967 -1.379 2.817
C -3.214 0.793 4.696
S -0.180 0.162 4.168
H -3.056 1.678 1.400
H -1.367 2.138 1.636
H -2.592 2.687 2.822
H -3.740 -1.171 2.077
H -3.406 -1.743 3.745
H -2.262 -2.103 2.420
H -4.240 0.935 4.346
H -2.848 1.718 5.142
H -3.194 0.013 5.459

The LUMO energy comes out at 3.904 eV. As for the HOMO energy: -2.3 eV. The net charge is -2. Its multiplicity is 1. For the energy, the calculation gives -13024.9003 Ha. The molar mass comes out at 925.40 Da. As for the orbital gap: 6.168 eV.

---

The following is a DFT calculation (ωB97M-V with the def2-TZVPD basis set) of a molecular structure, C28H21Br4IN6NaO4P.

Positions of all 66 atoms, in Å:
Na 1.068 0.527 1.291
Br 7.619 -1.116 3.482
C 5.730 -0.914 3.421
C 4.963 -1.066 4.554
Br 5.778 -1.480 6.223
C 3.571 -0.887 4.473
Br 2.464 -1.134 6.003
C 2.880 -0.526 3.297
O 1.616 -0.362 3.271
C 3.711 -0.376 2.077
O 3.175 -0.090 0.933
C 5.087 -0.584 2.210
Br 6.088 -0.415 0.596
N 2.485 -0.122 -1.580
C 1.632 -0.441 -2.300
H 2.973 0.131 -0.709
I -1.128 9.123 0.799
C -0.652 7.087 0.609
C -1.569 6.135 1.024
C -1.243 4.791 0.900
C -0.023 4.401 0.364
C 0.878 5.375 -0.047
C 0.574 6.724 0.074
C 0.331 2.920 0.213
O -0.531 2.113 0.666
O 1.394 2.631 -0.352
H -2.522 6.435 1.439
H -1.929 4.018 1.222
H 1.821 5.045 -0.464
H 1.281 7.479 -0.243
C -2.565 -0.291 0.479
P -1.321 -0.606 -0.836
C -2.072 0.398 -2.188
C -2.335 -0.095 -3.465
C -2.819 0.735 -4.468
C -3.048 2.079 -4.215
C -2.785 2.585 -2.949
C -2.299 1.757 -1.948
C -1.794 -2.304 -1.374
C -0.891 -2.974 -2.204
C -1.104 -4.295 -2.572
C -2.224 -4.976 -2.112
C -3.128 -4.323 -1.287
C -2.911 -2.999 -0.922
H -2.376 -0.981 1.302
H -3.598 -0.375 0.135
H -2.383 0.719 0.843
H -2.162 -1.142 -3.682
H -3.015 0.325 -5.453
H -3.417 2.730 -4.999
H -2.942 3.636 -2.738
H -2.065 2.168 -0.973
H -0.007 -2.447 -2.549
H -0.385 -4.796 -3.210
H -2.388 -6.011 -2.390
H -4.004 -4.843 -0.918
H -3.619 -2.516 -0.261
N 0.524 -5.726 1.891
N 0.595 -4.384 1.513
N 1.652 -3.871 0.942
C 1.271 -2.605 0.794
N 0.028 -2.399 1.272
N -0.383 -3.558 1.729
H 1.016 -6.237 1.165
H -0.462 -5.962 1.844
H 1.897 -1.837 0.360

The LUMO energy comes out at 3.141 eV. As for the HOMO energy: -1.3 eV. The energy relative to the best compared isomer or geometry (same formula, charge and spin) is 0.556 eV. The net charge is -2. Its multiplicity is 1. For the energy, the calculation gives -12806.5973 Ha. The molar mass comes out at 1006.00 Da. As for the orbital gap: 4.399 eV.

---

The following is a DFT calculation (ωB97M-V with the def2-TZVPD basis set) of a molecular structure, C46H56N5O4SSc at a distorted geometry.

Positions of all 113 atoms, in Å:
Sc 0.366 0.330 -0.089
C -5.479 2.508 -1.740
C -5.100 1.894 -0.388
C -3.921 0.978 -0.479
C -3.911 -0.385 -0.566
C -5.086 -1.301 -0.666
C -5.363 -1.687 -2.123
C -2.521 -0.793 -0.591
N -1.720 0.310 -0.535
C -2.538 1.401 -0.475
C -2.105 2.725 -0.451
C -0.787 3.175 -0.517
C -0.371 4.561 -0.463
C -1.300 5.728 -0.388
C -1.867 6.068 -1.770
C 0.994 4.562 -0.520
C 1.409 3.178 -0.625
C 2.730 2.736 -0.682
C 3.186 1.419 -0.729
N 2.389 0.308 -0.774
C 3.212 -0.780 -0.727
C 2.776 -2.105 -0.702
C 1.455 -2.553 -0.686
N 0.356 -1.738 -0.686
C -0.744 -2.550 -0.693
C -2.065 -2.108 -0.669
C -0.329 -3.938 -0.710
C 1.036 -3.939 -0.682
C 1.952 -5.114 -0.596
C 2.533 -5.520 -1.954
C -1.242 -5.114 -0.738
C -1.742 -5.421 -2.154
C 4.593 -0.347 -0.681
C 4.578 1.019 -0.682
C 5.748 1.947 -0.626
C 6.120 2.492 -2.007
C 5.772 -1.263 -0.659
C 6.064 -1.811 -2.059
N 0.308 2.370 -0.630
C 1.913 5.737 -0.469
C 2.389 6.145 -1.866
H -6.295 3.216 -1.613
H -5.801 1.736 -2.434
H -4.633 3.031 -2.180
H -5.960 1.342 0.000
H -4.877 2.697 0.319
H -5.967 -0.801 -0.255
H -4.908 -2.205 -0.080
H -5.605 -0.804 -2.711
H -6.200 -2.380 -2.180
H -4.490 -2.162 -2.565
H -2.871 3.483 -0.361
H -0.775 6.602 0.004
H -2.124 5.498 0.292
H -1.062 6.340 -2.450
H -2.561 6.904 -1.703
H -2.394 5.213 -2.187
H 3.489 3.505 -0.630
H 3.542 -2.869 -0.684
H -2.824 -2.876 -0.708
H 1.402 -5.959 -0.180
H 2.770 -4.881 0.091
H 1.746 -5.867 -2.619
H 3.253 -6.327 -1.828
H 3.036 -4.679 -2.428
H -2.085 -4.925 -0.073
H -0.719 -5.985 -0.342
H -2.254 -4.564 -2.587
H -2.438 -6.257 -2.139
H -0.912 -5.680 -2.808
H 6.613 1.425 -0.209
H 5.515 2.779 0.042
H 6.431 1.685 -2.664
H 6.942 3.199 -1.925
H 5.276 3.004 -2.463
H 5.582 -2.096 0.023
H 6.649 -0.726 -0.292
H 5.187 -2.317 -2.455
H 6.888 -2.520 -2.029
H 6.324 -0.997 -2.732
H 2.776 5.487 0.152
H 1.403 6.585 -0.006
H 2.871 5.307 -2.365
H 3.098 6.967 -1.800
H 1.547 6.465 -2.475
C -4.672 1.076 3.935
C -3.609 0.032 3.786
C -3.736 -0.972 2.835
C -2.747 -1.928 2.690
C -1.632 -1.900 3.502
C -1.504 -0.928 4.477
C -2.481 0.044 4.601
S -0.479 -3.275 3.339
O -0.231 -3.777 4.663
O -1.008 -4.179 2.355
N 0.990 -2.778 2.738
C 1.784 -1.912 3.592
C 2.401 -0.737 2.846
C 1.372 0.116 2.110
O 1.683 1.249 1.715
O 0.233 -0.368 1.829
H -5.478 0.902 3.227
H -4.251 2.062 3.748
H -5.086 1.074 4.942
H -4.618 -1.005 2.211
H -2.822 -2.732 1.977
H -0.667 -0.934 5.158
H -2.371 0.815 5.350
H 0.868 -2.426 1.798
H 2.569 -2.523 4.051
H 1.154 -1.530 4.398
H 3.107 -1.093 2.086
H 2.955 -0.090 3.527

The LUMO energy comes out at -1.074 eV. As for the HOMO energy: -6.8 eV. The energy relative to the best compared isomer or geometry (same formula, charge and spin) is 0.463 eV. Its multiplicity is 1. For the energy, the calculation gives -3520.3845 Ha. The molar mass comes out at 820.01 Da. As for the orbital gap: 5.726 eV.

---

The following is a DFT calculation (ωB97M-V with the def2-TZVPD basis set) of a single C6H5BrCl2 molecule at a distorted geometry.

Positions of all 14 atoms, in Å:
Cl -3.585 1.006 -0.650
C -1.928 0.716 -0.346
C -0.886 1.278 -1.039
C 0.543 1.276 -0.612
C 1.208 0.187 -0.077
C 0.587 -1.057 0.294
C 1.048 -1.882 1.202
Cl 0.360 -3.482 1.389
Br 2.489 -1.384 2.252
H -1.882 0.249 0.614
H -1.074 2.022 -1.878
H 1.008 2.090 -1.023
H 2.378 0.294 0.095
H -0.266 -1.313 -0.221

The LUMO energy comes out at -0.190 eV. As for the HOMO energy: -8.5 eV. The SMILES is Cl/C=C/C=C\C=C(\Cl)Br. The energy relative to the best compared isomer or geometry (same formula, charge and spin) is 0.000 eV. Its multiplicity is 1. For the energy, the calculation gives -3725.9428 Ha. The molar mass comes out at 227.92 Da. As for the orbital gap: 8.294 eV.

---

The following is a DFT calculation (ωB97M-V with the def2-TZVPD basis set) of 9 unconnected molecules or ions with the total composition C28H57BFNO28 at a distorted geometry.

Positions of all 116 atoms, in Å:
N -6.897 0.892 2.464
B -5.947 -0.292 2.607
O -6.108 -1.099 3.868
O -4.903 -0.637 1.580
C -3.573 -0.205 2.037
O -3.163 -0.671 3.249
O -2.617 0.633 1.296
C -3.266 1.776 0.637
C -2.849 3.250 1.292
C -1.241 3.561 1.243
F -0.447 2.574 2.013
H -6.540 1.752 2.935
H -7.180 1.058 1.474
H -6.708 -1.878 3.662
H -2.828 1.807 -0.474
H -4.436 1.750 0.630
H -3.333 3.422 2.364
H -3.369 4.063 0.592
H -1.036 4.624 1.740
H -0.885 3.684 0.112
C 4.164 2.103 -3.469
O 2.964 1.387 -3.185
C 2.546 1.486 -1.897
O 3.101 2.115 -1.010
O 1.405 0.764 -1.768
C 0.848 0.777 -0.455
H 4.404 1.954 -4.525
H 4.024 3.175 -3.296
H 4.995 1.718 -2.870
H 0.576 1.796 -0.161
H 1.546 0.339 0.265
H -0.061 0.169 -0.468
C 9.570 -2.884 -2.945
O 8.315 -2.785 -2.275
C 7.367 -2.101 -2.963
O 7.508 -1.590 -4.063
O 6.234 -2.085 -2.216
C 5.142 -1.394 -2.820
H 10.252 -3.450 -2.304
H 9.461 -3.422 -3.892
H 9.998 -1.890 -3.110
H 4.856 -1.873 -3.762
H 5.394 -0.341 -2.980
H 4.290 -1.444 -2.136
C 11.252 -0.983 -9.581
O 10.052 -1.698 -9.297
C 9.635 -1.599 -8.009
O 10.190 -0.970 -7.122
O 8.493 -2.322 -7.880
C 7.936 -2.309 -6.567
H 11.492 -1.132 -10.638
H 11.113 0.089 -9.408
H 12.083 -1.368 -8.982
H 7.664 -1.290 -6.273
H 8.634 -2.747 -5.847
H 7.028 -2.917 -6.580
C -1.537 -2.973 1.227
O -1.315 -4.175 0.492
C -0.470 -4.038 -0.560
O 0.086 -3.007 -0.904
O -0.352 -5.247 -1.165
C 0.514 -5.254 -2.298
H -2.227 -3.198 2.045
H -0.600 -2.606 1.659
H -1.995 -2.209 0.591
H 1.533 -4.979 -2.007
H 0.138 -4.582 -3.076
H 0.534 -6.270 -2.701
C -8.945 2.248 -2.712
O -8.407 2.956 -1.597
C -9.246 3.880 -1.064
O -10.375 4.133 -1.455
O -8.612 4.473 -0.022
C -9.381 5.475 0.640
H -8.190 1.536 -3.057
H -9.838 1.686 -2.417
H -9.172 2.935 -3.533
H -10.291 5.043 1.069
H -9.625 6.291 -0.047
H -8.777 5.881 1.456
C -2.107 -0.544 5.789
O -1.569 0.164 6.903
C -2.408 1.088 7.436
O -3.537 1.341 7.045
O -1.774 1.681 8.478
C -2.543 2.683 9.140
H -1.352 -1.256 5.443
H -3.000 -1.106 6.083
H -2.334 0.143 4.967
H -3.453 2.251 9.569
H -2.787 3.499 8.453
H -1.939 3.089 9.956
C 3.305 7.212 3.109
O 3.441 7.064 1.698
C 2.786 5.992 1.183
O 2.121 5.186 1.816
O 2.999 5.972 -0.157
C 2.364 4.890 -0.835
H 3.868 8.100 3.412
H 2.255 7.361 3.383
H 3.723 6.345 3.631
H 1.277 4.946 -0.720
H 2.745 3.930 -0.472
H 2.602 4.973 -1.900
C -2.152 -6.574 1.367
O -3.352 -7.290 1.651
C -3.769 -7.191 2.939
O -3.214 -6.562 3.826
O -4.911 -7.914 3.068
C -5.468 -7.901 4.381
H -1.912 -6.724 0.310
H -2.291 -5.503 1.540
H -1.321 -6.960 1.966
H -5.740 -6.882 4.674
H -4.770 -8.339 5.101
H -6.376 -8.509 4.368

The LUMO energy comes out at -0.060 eV. As for the HOMO energy: -10.4 eV. The SMILES is NB(O)OC(=O)OCCCF.COC(=O)OC.COC(=O)OC.COC(=O)OC.COC(=O)OC.COC(=O)OC.COC(=O)OC.COC(=O)OC.COC(=O)OC. Its multiplicity is 1. For the energy, the calculation gives -3387.2647 Ha. The molar mass comes out at 885.55 Da. As for the orbital gap: 10.331 eV.

---

The following is a DFT calculation (ωB97M-V with the def2-TZVPD basis set) of a molecular structure, C4H12N3O.

Positions of all 20 atoms, in Å:
C -0.631 0.476 1.241
O -0.332 -0.838 1.523
C -0.247 1.396 2.401
N -0.638 2.800 2.145
H -0.110 0.829 0.335
H -1.722 0.611 1.066
H -0.691 0.975 3.313
H 0.842 1.377 2.492
H -1.647 2.907 2.212
H -0.250 3.400 2.865
C 0.065 -1.122 -2.322
C 1.072 -1.628 -1.582
N 1.261 -1.573 -0.248
N 0.086 -1.299 -3.766
H -0.720 -0.520 -1.873
H 1.830 -2.170 -2.153
H 2.054 -2.125 0.035
H 0.490 -1.240 0.613
H -0.002 -0.403 -4.233
H -0.712 -1.850 -4.063

The LUMO energy comes out at 4.039 eV. As for the HOMO energy: -2.9 eV. The energy relative to the best compared isomer or geometry (same formula, charge and spin) is 1.843 eV. The net charge is -1. Its multiplicity is 1. For the energy, the calculation gives -399.0894 Ha. The molar mass comes out at 118.16 Da. As for the orbital gap: 6.897 eV.

---

The following is a DFT calculation (ωB97M-V with the def2-TZVPD basis set) of a molecular structure, C27H21F6N7O5PrS3 at a distorted geometry.

Positions of all 70 atoms, in Å:
Pr -0.344 0.733 0.175
F -3.533 3.167 2.116
C -2.370 2.760 2.594
F -1.415 3.082 1.678
F -2.088 3.437 3.696
S -2.357 0.879 2.879
O -1.127 0.499 2.211
O -2.432 0.670 4.270
N -3.579 0.403 2.025
S -3.173 0.275 0.519
O -2.521 1.457 -0.006
O -2.426 -0.905 0.188
C -4.911 0.120 -0.176
F -5.668 1.053 0.371
F -5.000 0.240 -1.499
F -5.362 -1.078 0.163
N 2.653 -1.191 1.857
C 2.096 -1.796 0.751
C 2.912 -2.654 -0.006
C 2.356 -3.357 -1.050
C 0.987 -3.232 -1.283
C 0.255 -2.362 -0.501
N 0.796 -1.617 0.482
C 2.162 -0.210 2.705
C 2.442 -0.344 4.074
C 2.023 0.633 4.947
C 1.397 1.760 4.426
C 1.185 1.819 3.065
N 1.537 0.858 2.196
H 3.461 -1.679 2.220
H 3.961 -2.748 0.224
H 2.961 -4.013 -1.657
H 0.507 -3.803 -2.061
H -0.821 -2.274 -0.623
H 2.959 -1.222 4.432
H 2.182 0.528 6.008
H 1.075 2.566 5.066
H 0.729 2.703 2.637
S 2.862 0.177 -3.691
C 3.759 0.746 -2.356
C 2.987 0.946 -1.250
C 1.599 0.640 -1.408
C 1.395 0.215 -2.708
C 0.123 -0.162 -3.279
C -0.020 -0.501 -4.632
C -1.267 -0.824 -5.126
C -2.348 -0.840 -4.253
C -2.121 -0.522 -2.926
N -0.937 -0.160 -2.435
H 4.813 0.902 -2.469
H 3.411 1.304 -0.323
H 0.852 -0.512 -5.268
H -1.396 -1.054 -6.172
H -3.341 -1.086 -4.592
H -2.936 -0.559 -2.215
N 1.355 3.371 -4.613
C 1.445 4.522 -3.910
O 1.488 5.617 -4.412
C 1.502 4.323 -2.415
C 2.486 5.000 -1.699
C 2.560 4.799 -0.334
C 1.658 3.932 0.260
N 0.686 3.297 -0.400
C 0.608 3.517 -1.720
H 1.401 3.439 -5.618
H 1.466 2.465 -4.189
H 3.159 5.665 -2.217
H 3.302 5.301 0.266
H 1.727 3.750 1.322
H -0.220 3.037 -2.237

The LUMO energy (alpha / beta) comes out at -2.457 / -2.436 eV. As for the HOMO energy (alpha / beta): -10.6 / -10.6 eV. The energy relative to the best compared isomer or geometry (same formula, charge and spin) is 1.158 eV. The net charge is +1. Its multiplicity is 3. For the energy, the calculation gives -4111.6626 Ha. The molar mass comes out at 874.61 Da. As for the orbital gap (alpha / beta): 8.133 / 8.158 eV.

---

What is the formula in the eighth record?
C27H21F6N7O5PrS3

---

Which of these has the lowest energy?
C24H35As2Br2KNO9PS2

---

multiplicity of number 2 (C24H35As2Br2KNO9PS2)?
1